# C24H23N4O2Pd

A structure of composition C24H23N4O2Pd at a distorted geometry (ωB97M-V with the def2-TZVPD basis set, the OMol25 dataset).

The geometry in XYZ format:
```
54
Properties=species:S:1:pos:R:3:forces:R:3
Pd 0.146637 -0.151083 0.353317 4.45 -2.76 0.33
C 1.242637 3.989217 1.696617 -0.12 -0.16 -0.14
C 0.251737 2.937617 1.277917 2.22 -0.65 -1.14
O 0.639737 2.035117 0.504217 -0.92 0.66 0.55
C -1.071563 3.054817 1.776417 -2.44 -1.63 -0.33
C -2.094563 2.162217 1.502817 -0.73 3.16 1.52
C -3.509463 2.515917 1.849017 -0.02 -0.06 0.33
N -1.874763 1.002817 0.874717 -0.92 -4.70 -1.80
N -2.913863 0.272317 0.595417 0.52 5.67 2.01
C -2.749663 -0.857383 -0.104183 2.09 -3.52 -1.80
O -1.633563 -1.250583 -0.521783 -1.45 1.21 0.63
C -3.984163 -1.626383 -0.317083 0.06 0.09 0.16
C -3.925263 -3.016883 -0.398883 0.16 0.00 -0.13
C -5.080863 -3.750883 -0.574483 0.11 -0.04 0.05
C -6.301163 -3.103183 -0.697683 0.05 0.11 0.03
C -6.364763 -1.717683 -0.634583 -0.10 0.00 0.03
C -5.217663 -0.979183 -0.419283 0.06 0.09 0.05
H 1.925437 3.538117 2.415917 0.08 -0.02 0.11
H 0.764237 4.847517 2.156317 0.00 0.06 0.03
H 1.830737 4.301617 0.837517 0.04 0.00 -0.06
H -1.316363 3.933717 2.350717 -0.08 0.07 -0.01
H -3.555463 3.348517 2.541717 0.06 0.07 0.07
H -4.021763 1.653317 2.269617 -0.07 0.08 0.03
H -4.042063 2.803917 0.942317 -0.01 -0.07 -0.08
H -2.968863 -3.505383 -0.305583 0.10 -0.10 -0.03
H -5.030063 -4.827683 -0.603483 -0.01 -0.10 -0.03
H -7.204863 -3.678783 -0.826683 -0.08 -0.04 -0.05
H -7.317363 -1.218983 -0.731483 -0.04 0.05 -0.02
H -5.260963 0.096517 -0.348583 -0.05 0.08 0.02
C 3.399737 0.959217 0.556817 0.29 0.62 -0.36
N 2.515037 -0.173483 0.561717 -1.83 -0.25 0.22
C 3.013037 -1.364083 0.483017 -0.77 -0.51 0.05
C 2.157637 -2.483083 0.470817 0.57 -0.06 -0.02
C 2.420237 -3.870983 0.396517 -0.04 1.06 0.06
C 1.195037 -4.493283 0.411417 -0.99 0.58 0.07
C 0.217237 -3.462983 0.503217 -0.24 -1.23 -0.16
N 0.786837 -2.276683 0.542617 0.08 2.30 -0.26
C 3.981637 1.210217 -0.818383 -0.09 0.07 0.01
C 3.161237 1.099717 -1.937183 -0.13 0.08 0.04
C 3.669637 1.356717 -3.198283 0.00 -0.01 -0.05
C 4.998337 1.726517 -3.351783 0.07 0.06 0.02
C 5.816537 1.848617 -2.238683 -0.01 -0.02 -0.14
C 5.311137 1.580917 -0.977083 -0.20 0.03 0.03
H 4.216237 0.808717 1.271417 -0.15 0.01 0.07
H 2.822237 1.837417 0.854617 0.23 -0.15 0.11
H 4.092037 -1.521683 0.434017 -0.06 0.16 0.01
H 3.387437 -4.330683 0.342017 0.21 -0.04 -0.02
H 0.992337 -5.544483 0.359117 -0.08 -0.18 0.07
H -0.849763 -3.580783 0.550917 -0.14 0.00 -0.02
H 2.111937 0.829717 -1.812283 0.25 0.00 -0.06
H 3.029937 1.274217 -4.065383 -0.03 -0.02 -0.05
H 5.393737 1.928517 -4.336683 0.01 0.00 -0.05
H 6.848637 2.150217 -2.351183 0.03 -0.02 -0.02
H 5.949837 1.682317 -0.112083 0.08 -0.03 0.13
```
Positions in Å, forces in eV/Å.

The calculation puts the energy relative to the best compared isomer or geometry (same formula, charge and spin) at 294.0 kJ/mol. The spin multiplicity is 1. As for the molar mass: 505.89 g/mol. The largest force on an atom is 6.036 eV/A. The net charge is +1. Its LUMO energy (alpha / beta) is -6.37 / -6.37 eV.